Record 1
Formula: CH6N4O
Source: the Open Molecules 2025 dataset
Level of theory: the ωB97M-V functional and the def2-TZVPD basis

Properties
**LUMO**: 0.0126 Eh
**F_max**: 9.650 eV/A
**ΔE to the lowest compared entry with this formula, charge and spin**: 749.5 kJ/mol
**Kohn-Sham gap**: 0.358 hartree
**Energy**: -335.71115 Ha

ORCA input file:
```
! wB97M-V def2-TZVPD RIJCOSX def2/J DEFGRID3
* xyz 0 1
C 0.616 -0.066 0.156
H -1.959 0.496 -0.627
H -0.623 1.423 -1.332
H 0.489 1.777 0.518
H 2.552 0.582 0.096
H 0.449 -1.883 -0.663
H -0.604 -1.552 1.301
N -1.177 1.245 -0.318
N -0.336 0.828 0.920
N 1.965 -0.261 0.057
N -0.126 -1.084 -0.519
O -1.245 -1.505 0.411
*
```

---

Record 2
Formula: C12H7BrCsN9
Source: the Open Molecules 2025 dataset
Level of theory: the ωB97M-V functional and the def2-TZVPD basis

Properties
**LUMO**: 0.1407 Eh
**F_max**: 1.972 eV/A
**Kohn-Sham gap**: 0.181 hartree
**Energy**: -3548.40340 Ha

ORCA input file:
```
! wB97M-V def2-TZVPD RIJCOSX def2/J DEFGRID3
* xyz -2 1
Cs 10.198 4.036 5.034
Br 13.522 2.922 5.581
C 13.603 3.677 7.355
C 14.871 3.882 7.845
C 15.128 4.041 9.238
C 14.105 4.001 10.175
C 12.762 3.979 9.642
C 11.683 4.001 10.519
C 10.401 4.032 10.072
C 10.147 4.058 8.664
C 11.151 3.921 7.777
C 12.475 3.806 8.249
H 15.736 3.968 7.232
H 16.151 4.211 9.533
H 14.294 4.041 11.278
H 11.923 4.015 11.602
H 9.559 4.088 10.791
H 9.112 4.210 8.301
N 6.719 7.272 4.546
C 6.289 5.931 4.438
N 4.969 5.603 4.440
N 4.988 4.250 4.393
N 6.225 3.818 4.384
N 7.101 4.844 4.395
C 8.070 7.666 4.493
N 8.492 8.898 4.879
N 9.814 8.854 4.677
N 10.183 7.664 4.195
N 9.094 6.890 4.071
H 6.027 8.000 4.741
*
```

---

Record 3
Formula: C4H11HgO3
Source: the Open Molecules 2025 dataset
Level of theory: the ωB97M-V functional and the def2-TZVPD basis

Properties
**LUMO (spin up / spin down)**: -0.1187 / -0.2548 Eh
**F_max**: 2.041 eV/A
**Kohn-Sham gap (spin up / spin down)**: 0.355 / 0.266 hartree
**⟨S²⟩**: 2.008
**Energy**: -537.73630 Ha

ORCA input file:
```
! wB97M-V def2-TZVPD RIJCOSX def2/J DEFGRID3
* xyz 1 3
C -0.620 3.057 -0.112
C -1.776 2.088 -0.256
O -2.235 1.514 0.884
Hg -0.888 0.358 2.247
H -0.517 3.658 -1.025
H -0.796 3.752 0.721
H 0.325 2.515 0.036
H -1.526 1.239 -0.937
H -2.653 2.533 -0.780
O -0.182 -1.151 0.873
C 1.135 -1.281 0.362
C 1.260 -2.699 -0.154
O 1.479 -2.627 -1.542
H -0.827 -1.656 0.319
H 1.853 -1.092 1.174
H 1.311 -0.563 -0.454
H 0.332 -3.261 0.063
H 2.097 -3.205 0.359
H 2.229 -3.179 -1.780
*
```

---

Record 4
Formula: C10H12AuNO4SSi
Source: the Open Molecules 2025 dataset
Level of theory: the ωB97M-V functional and the def2-TZVPD basis

Properties
**LUMO (spin up / spin down)**: -0.0073 / -0.0668 Eh
**F_max**: 0.767 eV/A
**Kohn-Sham gap (spin up / spin down)**: 0.311 / 0.258 hartree
**⟨S²⟩**: 2.011
**Energy**: -1567.34363 Ha

ORCA input file:
```
! wB97M-V def2-TZVPD RIJCOSX def2/J DEFGRID3
* xyz 0 3
Au -0.607 -2.958 0.025
C -1.430 2.619 1.560
Si -0.385 2.573 -0.004
C 0.825 4.019 -0.005
C -1.420 2.583 -1.575
C 0.667 0.985 0.009
C 2.055 1.005 -0.010
C 2.809 -0.169 -0.021
C 2.150 -1.375 -0.010
N 0.815 -1.416 0.019
C 0.079 -0.289 0.026
S -1.608 -0.687 0.058
H -2.013 3.541 1.612
H -0.801 2.573 2.451
H -2.124 1.779 1.594
H 0.277 4.963 0.003
H 1.464 4.020 -0.891
H 1.468 4.007 0.878
H -2.033 3.486 -1.620
H -2.087 1.721 -1.609
H -0.794 2.559 -2.468
H 2.572 1.958 -0.016
H 3.889 -0.138 -0.038
H 2.668 -2.325 -0.024
O -2.678 -6.645 0.046
C -2.027 -5.657 0.024
O -2.175 -4.427 0.015
C -0.112 -6.068 -0.007
O 0.061 -7.240 -0.054
O 0.494 -4.999 0.030
*
```

---

Which of these has the highest F_max? CH6N4O

---

The highest energy belongs to which entry? CH6N4O